Entry 1:
Density functional theory data (wB97M-V/def2-TZVPD) for a molecular structure, C12H24KO12.

Structure (ORCA input):
```
! wB97M-V def2-TZVPD RIJCOSX def2/J DEFGRID3
* xyz 1 1
K -15.29 -10.86 15.46
C -11.94 -12.51 16.85
O -11.59 -12.01 15.58
C -12.49 -11.40 14.82
O -13.65 -11.28 15.18
O -11.85 -10.92 13.71
C -12.33 -9.93 12.95
H -12.56 -13.40 16.83
H -12.54 -11.69 17.25
H -11.06 -12.72 17.46
H -11.65 -9.24 12.46
H -13.17 -9.42 13.43
H -12.82 -10.39 12.09
C -17.37 -11.20 13.15
O -18.18 -10.99 14.27
C -17.81 -11.56 15.41
O -16.81 -12.25 15.54
O -18.67 -11.23 16.45
C -18.40 -11.69 17.79
H -16.30 -10.98 13.10
H -17.85 -10.64 12.35
H -17.55 -12.27 13.02
H -17.38 -11.39 18.02
H -18.50 -12.78 17.85
H -18.99 -11.25 18.59
C -13.81 -10.15 18.65
O -13.67 -11.54 18.63
C -14.41 -12.33 17.79
O -15.21 -11.93 16.96
O -14.19 -13.55 18.15
C -14.70 -14.64 17.35
H -13.07 -9.75 19.35
H -14.82 -9.86 18.92
H -13.52 -9.71 17.70
H -14.03 -15.48 17.57
H -14.66 -14.53 16.27
H -15.75 -14.83 17.58
C -19.43 -8.28 17.17
O -18.42 -9.26 17.11
C -17.26 -9.19 16.45
O -16.31 -9.98 16.63
O -17.16 -8.03 15.66
C -16.21 -8.01 14.63
H -19.05 -7.65 17.98
H -20.45 -8.62 17.34
H -19.48 -7.68 16.25
H -16.53 -8.66 13.82
H -15.25 -8.39 14.98
H -16.05 -6.99 14.28
*
```

For the gap between HOMO and LUMO, the calculation gives 10.683 eV. The value obtained for the energy above the lowest of the compared OMol25 structures with the same formula, charge and spin is 14.466 eV. For the total energy, the calculation gives -53709.043 eV. For the LUMO energy, the calculation gives -2.3034 eV. For the strongest force on any atom, the calculation gives 0.327 hartree/bohr.

---

Entry 2:
Density functional theory data (wB97M-V/def2-TZVPD) for a molecular structure, C35H45IrN5P2SSi2.

Structure (ORCA input):
```
! wB97M-V def2-TZVPD RIJCOSX def2/J DEFGRID3
* xyz 2 2
Ir 0.92 -0.55 -0.96
C 1.27 1.03 -3.96
Si -0.14 1.89 -3.06
C -1.68 1.99 -4.10
C 0.36 3.62 -2.57
N -0.44 0.88 -1.64
P -1.62 0.46 -0.64
C -0.63 -0.45 0.49
P 0.49 0.30 1.61
N 1.63 0.73 0.57
Si 3.38 0.98 0.59
C 4.11 -0.74 0.38
C 3.95 1.77 2.17
C 3.73 2.02 -0.91
C 1.03 -0.98 2.75
C 0.88 -2.33 2.42
C 1.36 -3.30 3.28
C 2.00 -2.93 4.46
C 2.15 -1.59 4.79
C 1.66 -0.61 3.94
C -0.18 1.62 2.59
C 0.44 2.86 2.66
C -0.09 3.85 3.47
C -1.25 3.60 4.19
C -1.88 2.36 4.12
C -1.35 1.37 3.32
C -2.58 1.80 0.03
C -1.98 3.05 0.17
C -2.71 4.09 0.72
C -4.01 3.88 1.15
C -4.60 2.63 1.03
C -3.89 1.58 0.47
C -2.74 -0.72 -1.40
C -3.77 -0.26 -2.22
C -4.56 -1.17 -2.91
C -4.33 -2.54 -2.77
C -3.31 -3.00 -1.95
C -2.51 -2.09 -1.27
H 2.04 1.75 -4.26
H 1.76 0.27 -3.34
H 0.92 0.54 -4.87
H -1.44 2.50 -5.03
H -2.09 1.00 -4.34
H -2.45 2.57 -3.59
H 0.69 4.15 -3.46
H -0.49 4.17 -2.16
H 1.17 3.62 -1.85
H 3.86 -1.35 1.25
H 3.69 -1.23 -0.50
H 5.19 -0.72 0.27
H 3.82 1.10 3.02
H 5.01 2.00 2.08
H 3.43 2.70 2.38
H 3.15 1.69 -1.77
H 3.50 3.07 -0.73
H 4.79 1.96 -1.18
H 0.39 -2.60 1.49
H 1.22 -4.35 3.05
H 2.37 -3.69 5.13
H 2.64 -1.31 5.71
H 1.75 0.44 4.21
H 1.33 3.05 2.07
H 0.39 4.81 3.55
H -1.67 4.38 4.82
H -2.78 2.18 4.69
H -1.82 0.39 3.27
H -0.96 3.20 -0.16
H -2.25 5.07 0.83
H -4.58 4.70 1.57
H -5.62 2.47 1.36
H -4.34 0.60 0.38
H -3.96 0.80 -2.32
H -5.37 -0.82 -3.54
H -4.96 -3.24 -3.31
H -3.15 -4.06 -1.84
H -1.73 -2.44 -0.61
C 1.49 -6.06 0.22
C 2.40 -4.97 -0.35
C 1.69 -4.08 -1.31
N 1.64 -2.80 -1.26
N 0.92 -2.21 -2.25
C 0.38 -3.05 -3.09
N -0.42 -2.70 -4.10
S 0.78 -4.69 -2.69
H 2.06 -6.70 0.89
H 1.09 -6.70 -0.57
H 0.66 -5.63 0.77
H 3.24 -5.43 -0.87
H 2.81 -4.34 0.44
H -0.60 -1.72 -4.27
H -0.69 -3.36 -4.81
*
```

For the gap between HOMO and LUMO (spin up / spin down), the calculation gives 7.509 / 6.363 eV. The value obtained for the energy above the lowest of the compared OMol25 structures with the same formula, charge and spin is 0.056 eV. For the total energy, the calculation gives -92472.123 eV. As for the expectation value of S²: 0.77. For the LUMO energy (spin up / spin down), the calculation gives -6.2195 / -7.3242 eV. For the strongest force on any atom, the calculation gives 0.047 hartree/bohr.

---

Entry 3:
Density functional theory data (wB97M-V/def2-TZVPD) for a molecular structure, C39H79NO22Zr.

Structure (ORCA input):
```
! wB97M-V def2-TZVPD RIJCOSX def2/J DEFGRID3
* xyz 2 1
Zr -0.78 2.82 1.48
O -0.10 1.54 -0.15
C -0.05 0.15 0.15
C -0.74 -0.21 1.51
O -1.04 0.90 2.39
H -0.56 -0.44 -0.61
H 1.03 -0.04 0.20
H -0.14 -0.92 2.07
H -1.67 -0.76 1.29
C 0.36 0.76 -3.83
N -0.29 0.75 -5.15
O -0.57 1.82 -5.65
O -0.51 -0.32 -5.67
H 1.44 0.76 -3.98
H 0.19 -0.19 -3.32
H -0.09 1.54 -3.23
O 3.46 2.00 -5.11
C 4.30 1.52 -4.39
O 4.50 1.93 -3.13
C 3.66 2.98 -2.67
C 3.32 2.80 -1.19
C 5.26 0.44 -4.83
H 2.73 2.93 -3.23
H 4.06 3.97 -2.88
H 2.41 2.19 -1.16
H 3.09 3.72 -0.65
H 4.09 2.25 -0.65
H 4.77 -0.41 -5.30
H 5.76 0.06 -3.95
H 5.93 0.95 -5.52
O -3.08 2.81 2.44
C -4.12 2.49 3.00
O -4.17 1.96 4.20
C -2.94 1.92 4.97
C -3.34 1.66 6.43
C -5.49 2.63 2.36
H -2.41 2.87 4.98
H -2.30 1.11 4.62
H -2.45 1.70 7.04
H -3.71 0.64 6.43
H -4.11 2.33 6.81
H -5.38 2.91 1.32
H -6.07 3.34 2.95
H -5.86 1.61 2.37
O -2.42 3.14 0.03
C -3.23 3.20 -0.91
O -4.09 4.13 -1.08
C -4.27 5.23 -0.16
C -4.49 6.52 -0.91
C -3.20 2.15 -1.97
H -3.45 5.30 0.54
H -5.17 4.98 0.41
H -5.41 6.52 -1.50
H -3.65 6.76 -1.56
H -4.62 7.30 -0.17
H -2.89 1.21 -1.52
H -2.45 2.48 -2.69
H -4.18 2.04 -2.41
O 0.84 -4.17 -2.38
C -0.23 -4.68 -2.62
O -1.41 -4.02 -2.51
C -1.35 -2.67 -2.13
C -2.74 -2.22 -1.72
C -0.33 -6.03 -3.24
H -1.02 -2.03 -2.96
H -0.60 -2.46 -1.36
H -3.46 -2.55 -2.47
H -2.84 -1.16 -1.53
H -3.08 -2.85 -0.88
H -0.32 -6.74 -2.41
H 0.55 -6.22 -3.86
H -1.19 -6.21 -3.88
O 4.04 -4.45 1.73
C 4.21 -4.33 0.54
O 3.24 -4.26 -0.37
C 1.91 -4.39 0.10
C 1.43 -3.15 0.87
C 5.59 -4.29 -0.06
H 1.82 -5.22 0.80
H 1.23 -4.60 -0.72
H 1.90 -3.11 1.85
H 0.37 -3.30 1.11
H 1.52 -2.24 0.28
H 6.29 -3.78 0.60
H 5.59 -3.72 -0.99
H 5.86 -5.32 -0.29
O -0.03 2.39 7.16
C 0.86 2.56 6.37
O 1.42 1.63 5.62
C 1.10 0.25 5.84
C 1.91 -0.58 4.87
C 1.51 3.93 6.23
H 0.03 0.06 5.71
H 1.35 -0.02 6.86
H 1.55 -1.61 4.94
H 2.97 -0.58 5.10
H 1.66 -0.30 3.84
H 1.72 4.20 5.20
H 2.47 3.92 6.76
H 0.92 4.69 6.73
O 3.09 -4.25 -4.88
C 2.51 -3.21 -5.09
O 2.48 -2.19 -4.23
C 3.27 -2.27 -3.07
C 2.91 -1.17 -2.08
C 1.84 -2.97 -6.41
H 4.34 -2.23 -3.27
H 3.13 -3.20 -2.52
H 3.39 -1.45 -1.14
H 1.84 -1.09 -1.86
H 3.30 -0.18 -2.35
H 2.51 -3.31 -7.19
H 1.67 -1.92 -6.67
H 0.90 -3.52 -6.50
O 1.39 2.59 2.14
C 2.58 2.24 2.18
O 2.89 1.03 1.90
C 4.23 0.49 1.96
C 4.14 -0.98 1.59
C 3.66 3.21 2.51
H 4.69 0.65 2.93
H 4.81 0.99 1.18
H 5.11 -1.45 1.39
H 3.64 -1.07 0.62
H 3.64 -1.57 2.34
H 3.26 4.22 2.52
H 4.54 3.19 1.86
H 4.07 3.01 3.50
O -4.91 0.37 0.42
C -5.13 -0.79 0.72
O -5.78 -1.65 -0.04
C -6.23 -1.23 -1.33
C -7.05 -2.26 -2.04
C -4.73 -1.35 2.07
H -5.44 -0.87 -2.00
H -6.93 -0.41 -1.15
H -7.60 -1.92 -2.91
H -7.91 -2.58 -1.44
H -6.41 -3.11 -2.30
H -4.11 -0.64 2.60
H -4.13 -2.23 1.82
H -5.58 -1.70 2.66
*
```

For the gap between HOMO and LUMO, the calculation gives 5.847 eV. For the total energy, the calculation gives -89525.686 eV. For the LUMO energy, the calculation gives -7.4267 eV. For the strongest force on any atom, the calculation gives 0.164 hartree/bohr.

---

Entry 4:
Density functional theory data (wB97M-V/def2-TZVPD) for a molecular structure, C24H19F3MgN7O2S.

Structure (ORCA input):
```
! wB97M-V def2-TZVPD RIJCOSX def2/J DEFGRID3
* xyz -1 1
Mg -0.40 0.15 0.25
O -3.75 -1.30 2.58
C -2.81 -0.71 2.01
N -1.79 -1.17 1.31
C -1.52 -2.53 1.11
C -2.43 -3.57 1.21
C -2.03 -4.88 0.95
C -0.72 -5.15 0.59
C 0.21 -4.12 0.50
C -0.17 -2.81 0.75
N 0.64 -1.67 0.68
C 1.95 -1.70 0.85
O 2.75 -2.65 0.94
C 2.53 -0.29 0.97
C 3.90 -0.12 1.08
C 4.42 1.15 1.20
C 3.55 2.23 1.22
C 2.19 1.99 1.10
N 1.69 0.76 0.97
C -2.76 0.81 2.13
C -3.72 1.46 2.89
C -3.65 2.84 3.01
C -2.63 3.52 2.37
C -1.72 2.80 1.62
N -1.78 1.47 1.50
H -3.44 -3.36 1.52
H -2.75 -5.69 1.03
H -0.41 -6.17 0.40
H 1.25 -4.32 0.26
H 4.51 -1.01 1.06
H 5.49 1.31 1.28
H 3.91 3.25 1.31
H 1.48 2.80 1.08
H -4.48 0.86 3.35
H -4.38 3.37 3.61
H -2.54 4.60 2.44
H -0.93 3.29 1.07
F 2.38 4.05 -2.78
C 1.95 3.19 -3.72
F 2.87 3.25 -4.72
F 0.81 3.68 -4.23
C 1.80 1.79 -3.20
C 2.57 0.78 -3.75
C 2.46 -0.52 -3.28
C 1.59 -0.75 -2.24
N 0.84 0.21 -1.69
C 0.90 1.48 -2.14
S -0.13 2.60 -1.37
H 3.26 1.02 -4.56
H 3.05 -1.32 -3.70
H 1.48 -1.74 -1.80
N -3.29 -0.46 -1.23
N -1.90 -0.25 -1.46
H -3.69 -1.03 -1.97
H -3.36 -0.99 -0.36
H -1.78 0.60 -2.01
H -1.46 -1.02 -1.96
*
```

For the gap between HOMO and LUMO, the calculation gives 7.013 eV. For the total energy, the calculation gives -64162.518 eV. For the LUMO energy, the calculation gives 2.7120 eV. For the strongest force on any atom, the calculation gives 0.007 hartree/bohr.